# C30H18Cl64F7N4O5PS

C30H18Cl64F7N4O5PS as an isolated structure in a non-equilibrium geometry (ωB97M-V/def2-TZVPD, the Open Molecules 2025 dataset).

```
130
Properties=species:S:1:pos:R:3:forces:R:3:mulliken_charge:R:1
C 1.442455 -0.030129 5.123737 -0.1058 0.2841 0.3852 -0.827
N 1.039034 0.913279 4.043991 0.8196 -0.1426 0.0673 -0.040
C 2.098436 1.110208 3.025891 0.0091 1.2330 0.8730 -1.096
C 1.584702 1.262855 1.530593 0.1000 1.5866 1.5401 2.118
C 1.243241 2.773599 1.243062 -1.5129 -0.5775 -1.1283 -0.923
N 0.859236 3.814676 0.854388 0.4392 -3.2168 1.0625 -0.809
P 3.027307 0.855835 0.296085 1.1869 0.1090 -2.4946 0.353
N 3.930298 -0.545562 0.827224 -0.6162 1.6420 0.9982 -0.427
O 4.139581 2.144961 0.325088 -1.4716 -1.6875 1.8045 -0.385
C 0.385246 0.263218 1.127402 1.8372 -1.4728 -2.1722 1.433
C 0.481062 0.111295 -0.468457 -0.7435 0.2440 -0.5554 -1.124
N 0.495121 0.014456 -1.639213 -0.4045 -0.0745 3.4396 -0.364
C 0.608932 -1.190923 1.756603 -0.0555 -0.2131 0.8059 -1.471
C 0.175673 -2.388663 0.820789 -0.0564 0.0957 -0.3709 -0.459
C 0.052845 -3.800962 1.533784 -0.6430 -0.0020 0.2074 -0.680
C 0.132721 -3.800022 3.110738 0.8180 -2.3352 -0.6346 0.547
O -1.215362 -3.630815 3.631950 0.7852 2.4555 1.3217 0.096
C -1.254284 -2.791552 4.744038 0.3069 0.0223 1.3935 0.106
O -0.438218 -2.760129 5.656354 -1.1495 -0.3059 -2.2294 -0.510
S -1.306903 0.975992 1.430602 -0.7761 7.2492 -1.0765 1.354
O -1.593820 1.856512 0.248680 0.6509 -3.3792 1.8544 -0.639
O -1.416667 1.833475 2.637111 0.5544 -3.2446 -1.1645 -0.558
C -2.688352 -0.276094 1.459457 -1.5239 -0.9646 -0.4040 0.357
F -2.467048 -1.394634 2.249912 -0.0285 1.4962 -1.6127 -0.010
F -2.965098 -0.622343 0.134445 0.6333 0.1036 2.3728 -0.265
C -4.003322 0.433889 2.074748 0.2091 -0.1542 0.6573 0.570
F -4.191827 1.710859 1.602925 0.3426 -2.1201 0.9807 -0.213
F -3.831275 0.388922 3.463695 -0.2313 0.4427 -2.4673 -0.128
C -5.349172 -0.386625 1.784252 -2.1776 0.3435 0.8390 0.265
F -5.757861 -0.314586 0.480960 1.0408 -0.5581 2.2722 -0.204
F -6.351362 0.242389 2.552847 1.8139 -1.1261 -1.7917 -0.260
F -5.319912 -1.698603 2.266619 0.3486 3.8533 -1.5446 -0.303
H 2.560419 -0.010195 5.352885 -1.2524 -0.0360 -0.2861 0.280
H 0.903382 0.306372 6.068331 0.6092 -0.8497 -1.1818 0.327
H 1.131557 -1.072046 4.816514 0.4481 1.0783 0.6906 0.190
H 0.800745 1.819940 4.455145 -0.0212 -0.5285 -0.3254 0.351
H 2.618947 2.098601 3.283749 -0.3028 -1.2265 -0.6429 0.437
H 2.875181 0.306949 3.185011 -0.9248 0.6386 -0.6486 0.428
H 3.434303 -1.426722 0.680414 0.2636 0.3908 -0.0061 0.249
H 4.322475 -0.461228 1.770703 -0.0142 -0.5071 -0.3630 0.255
H 4.344923 2.416110 1.244316 0.1821 0.1649 -0.5634 0.289
H 0.067901 -1.166257 2.761164 0.6143 -0.1668 -1.3425 -0.078
H 1.705048 -1.361739 2.019298 -1.3856 0.6233 -0.3280 0.949
H 0.968606 -2.496951 0.007700 -1.2063 0.3673 0.8510 0.463
H -0.819224 -2.151406 0.320128 1.3748 -0.2415 0.4958 0.182
H -0.971239 -4.223708 1.260015 1.3338 0.4291 0.4784 0.254
H 0.799510 -4.538123 1.104574 -0.6572 0.9930 0.6453 0.210
H 0.899316 -3.111714 3.565201 -1.0942 -0.4464 -0.4449 0.103
H 0.447368 -4.851990 3.416984 -0.2822 1.4097 -0.3322 -0.495
H -2.141967 -2.080272 4.803465 0.6241 -1.2115 -0.5683 0.322
C -4.940805 -5.699692 2.611518 -0.1491 0.0291 -0.0046 0.172
Cl -5.032230 -6.478818 1.018777 0.0194 0.0778 0.1794 -0.109
Cl -6.081259 -6.487083 3.721897 0.1365 0.0782 -0.1323 -0.116
Cl -3.296000 -5.860986 3.252704 -0.4097 0.1243 -0.1977 0.048
Cl -5.363367 -3.981543 2.447535 0.2665 -1.7953 0.1536 0.123
C -0.401398 5.084995 -2.980187 0.0521 -0.1720 -0.0259 -0.008
Cl -2.033610 4.710016 -3.561209 0.4742 -0.3421 0.0074 0.022
Cl -0.480014 6.395523 -1.784031 0.0351 -0.1546 -0.1003 -0.152
Cl 0.302886 3.642596 -2.230676 -0.1207 0.1520 -0.1846 0.147
Cl 0.604998 5.592024 -4.350254 -0.1283 -0.0249 0.2855 0.031
C -0.298494 -7.703550 5.654059 -0.1038 0.0065 0.1622 0.256
Cl -0.688039 -6.284346 6.643769 0.0475 -0.1516 -0.1702 -0.086
Cl 0.335591 -8.995185 6.692954 -0.0522 0.1815 -0.1669 -0.107
Cl -1.764067 -8.270882 4.831078 0.3371 -0.0284 0.1788 -0.078
Cl 0.923475 -7.258866 4.446225 -0.1797 -0.2074 0.2405 -0.056
C 3.981203 -8.187487 1.799319 0.1988 -0.1765 0.0273 0.234
Cl 3.982619 -9.154187 3.286404 -0.0376 0.1603 -0.2186 -0.098
Cl 2.399000 -7.405598 1.600636 0.1825 -0.0399 -0.1308 -0.040
Cl 5.245028 -6.945415 1.904461 -0.1521 -0.1749 0.1475 -0.072
Cl 4.293313 -9.241017 0.405104 -0.0902 -0.2907 0.6079 -0.056
C -4.929303 7.780293 -3.877975 0.0386 0.0096 0.2041 0.275
Cl -4.434643 7.671349 -5.580474 -0.0463 -0.0218 0.1573 -0.096
Cl -6.313910 6.706248 -3.596404 0.2013 0.1626 -0.0176 -0.083
Cl -3.578282 7.292234 -2.838302 -0.5136 0.4692 -0.1374 -0.024
Cl -5.392150 9.452324 -3.502351 0.0377 -0.1966 -0.0951 -0.104
C -6.052709 1.788801 6.611359 -0.0604 -0.1660 -0.0191 0.295
Cl -6.090824 0.958480 5.045063 -0.2087 0.4087 0.8105 0.006
Cl -7.167472 0.984136 7.735509 0.3182 -0.0931 -0.2590 -0.081
Cl -4.405479 1.732655 7.271061 -0.1988 0.0236 -0.0770 -0.104
Cl -6.544836 3.482617 6.393468 0.2314 -0.2430 -0.1146 -0.126
C 5.238190 -6.424654 -2.756438 -0.0206 0.0855 -0.0517 0.203
Cl 4.098917 -6.148388 -4.088677 0.1540 -0.0200 0.1781 -0.086
Cl 4.336115 -6.709160 -1.254829 0.0984 0.5375 -0.7541 0.051
Cl 6.240820 -7.842981 -3.118826 -0.1162 0.1472 0.0691 -0.050
Cl 6.277163 -4.998652 -2.561677 -0.1484 -0.1588 -0.0268 -0.077
C -2.796205 2.471142 -7.239629 0.0811 -0.0647 0.0690 0.097
Cl -2.302209 2.364367 -8.940907 -0.0673 0.0274 0.2140 -0.091
Cl -4.181746 1.399134 -6.955935 0.2188 0.1605 -0.0211 -0.098
Cl -1.444737 1.980396 -6.199227 -0.1732 0.0930 -0.1487 0.035
Cl -3.257096 4.142782 -6.862032 0.1341 -0.1688 -0.0817 0.039
C 1.982542 -0.648133 -5.164885 -0.1316 0.2054 0.1825 -0.070
Cl 1.574791 0.793272 -4.212706 0.2366 -0.1948 -0.6300 0.271
Cl 2.728588 -1.866073 -4.108427 -0.2840 -0.0271 -0.1479 0.001
Cl 0.506811 -1.322490 -5.882692 0.2367 0.1035 0.0591 -0.092
Cl 3.120213 -0.195916 -6.465530 -1.0880 -0.2813 -0.5896 -0.099
C -7.914927 3.220244 -6.381068 0.0419 0.0482 -0.0286 0.262
Cl -7.849088 2.385063 -4.816516 0.0077 0.1048 -0.1971 -0.093
Cl -9.539033 3.893155 -6.624892 0.2022 -0.0919 0.0375 -0.103
Cl -6.721984 4.532671 -6.400028 -0.2430 -0.2274 -0.0157 0.004
Cl -7.550910 2.069080 -7.682148 -0.1328 0.1535 0.1534 -0.090
C 6.273524 0.086715 -3.395052 -0.1574 0.1868 0.0199 0.196
Cl 5.045038 0.244005 -4.664300 1.3698 0.2158 0.6905 0.011
Cl 5.437342 -0.177198 -1.855844 0.2768 -0.0374 -0.0776 -0.105
Cl 7.333091 -1.295291 -3.744657 -0.1257 0.1434 0.0164 -0.106
Cl 7.244658 1.571061 -3.310811 -0.0921 -0.2070 0.0341 -0.115
C 9.276353 -10.578563 -4.665760 0.0371 0.0103 -0.0542 0.350
Cl 8.135174 -10.301999 -5.995958 0.1425 -0.0281 0.1948 -0.087
Cl 8.374710 -10.863868 -3.163762 0.0927 0.0426 -0.1663 -0.084
Cl 10.279888 -11.995285 -5.031187 -0.1459 0.1955 0.0593 -0.102
Cl 10.313709 -9.152547 -4.470120 -0.1566 -0.1908 -0.0180 -0.088
C 4.294924 5.831022 2.111122 -0.2050 0.2249 -0.2026 0.273
Cl 4.978901 6.798677 0.789317 -0.0434 -0.1513 0.2098 -0.090
Cl 5.506670 4.653681 2.670025 -0.0522 0.0213 -0.0157 -0.136
Cl 3.847987 6.900164 3.456558 0.1085 -0.1545 -0.1402 -0.112
Cl 2.854510 4.964921 1.534035 1.4676 0.9976 0.5954 -0.024
C 1.574040 6.363326 -8.221231 -0.0784 -0.0168 0.0044 0.211
Cl 1.089918 7.425570 -9.558127 0.0745 -0.1295 0.1666 -0.102
Cl 2.861260 5.271112 -8.769631 -0.1449 0.1413 0.0784 -0.110
Cl 2.169300 7.346450 -6.869476 -0.1433 -0.1322 -0.2085 -0.036
Cl 0.177776 5.410242 -7.685487 0.1644 0.1102 -0.2101 0.026
C -10.146435 3.518301 9.584994 0.0816 0.0924 0.0185 0.331
Cl -10.599216 1.803063 9.650924 0.0625 0.1943 -0.0155 -0.108
Cl -11.390554 4.424864 8.702071 0.1561 -0.1322 0.1181 -0.100
Cl -10.008509 4.157389 11.235213 -0.0382 -0.0922 -0.1974 -0.102
Cl -8.589398 3.685524 8.752129 -0.5610 0.2115 0.3283 -0.025
C 5.769245 8.484611 -5.697302 -0.0040 -0.0313 -0.0363 0.311
Cl 5.711221 7.614020 -7.243142 0.0601 0.1260 0.2350 -0.062
Cl 4.674612 7.707056 -4.535097 0.1809 0.1089 -0.1203 -0.059
Cl 7.425808 8.450088 -5.061701 -0.2181 0.0063 -0.0741 -0.111
Cl 5.266350 10.167946 -5.947588 0.0506 -0.2291 0.0306 -0.090
```
Positions in Å, forces in eV/Å.

Calculated values
Lowest unoccupied orbital energy, eV: -0.8
Highest occupied orbital energy, eV: -9.36
Orbital gap, eV: 8.571
Charge: 0

---

# C30H19Cl5NO2PPd

C30H19Cl5NO2PPd as an isolated structure (ωB97M-V/def2-TZVPD, the Open Molecules 2025 dataset).

```
59
Properties=species:S:1:pos:R:3:forces:R:3:nbo_charge:R:1
Pd 0.647984 0.129562 -1.197236 0.1685 -0.0088 0.3609 0.982
Cl -1.219864 0.740704 -2.769954 -0.2954 0.0385 -0.2211 0.147
C -0.000888 0.204530 -3.900740 0.1610 0.0209 0.5226 0.064
C 1.162438 -0.168392 -3.247113 -0.5174 0.0890 -0.1742 -0.446
C 2.184828 -0.553066 -4.073542 0.3960 -0.1207 0.0240 0.092
Cl 3.677777 -1.061780 -3.447936 -0.1649 0.0690 0.0026 0.184
C 2.020976 -0.536733 -5.516679 -0.5305 0.1617 -0.3531 -0.010
Cl 3.268824 -0.989604 -6.510051 0.0445 0.0005 0.0388 0.307
C 0.764803 -0.140125 -6.113774 0.4614 -0.1689 0.2625 -0.108
Cl 0.595297 -0.135868 -7.794067 -0.0466 0.0085 -0.1304 0.175
C -0.272225 0.225950 -5.289101 0.0257 0.0055 -0.2476 -0.091
Cl -1.789476 0.698719 -5.876676 0.1077 -0.0276 0.0224 0.174
O 3.992401 1.343046 -0.007994 0.0247 0.1016 0.1827 -0.518
C 3.027610 0.733558 0.359998 -0.1007 -0.3780 -0.4331 0.750
O 2.443567 -0.183564 -0.445185 0.1379 0.3026 0.2679 -0.731
C 2.510154 0.802868 1.768448 0.0513 0.0536 0.1107 -0.127
C 3.454863 0.984488 2.771880 0.0235 -0.0185 -0.0656 -0.152
C 3.078361 0.967183 4.106120 -0.0335 -0.0046 0.0493 -0.155
C 1.747675 0.787811 4.459352 0.0302 0.0065 -0.0565 -0.199
C 0.788024 0.648227 3.469025 -0.0266 -0.0203 0.1062 -0.121
C 1.165361 0.653096 2.127927 0.0410 0.0077 -0.0957 -0.431
P -0.122962 0.726865 0.893708 -0.0081 -0.1737 -0.2002 1.225
C -0.653839 2.425343 0.692238 0.0255 0.0173 0.0109 -0.459
C 0.149853 3.457454 1.179738 0.0430 0.0106 0.0047 -0.105
C -0.204058 4.776710 0.940910 -0.0050 -0.0126 -0.0010 -0.206
C -1.349219 5.069876 0.216002 -0.0182 0.0108 -0.0013 -0.147
C -2.154915 4.045760 -0.271948 0.0286 0.0236 0.0208 -0.199
C -1.808327 2.727608 -0.040515 -0.0617 -0.0085 -0.0018 -0.198
C -1.466852 -0.333556 1.354775 0.0727 -0.0980 0.0264 -0.391
C -2.642708 0.171422 1.849644 -0.0022 0.0101 -0.0042 -0.177
C -3.637506 -0.660549 2.383994 0.0152 0.0797 -0.0198 -0.142
C -3.398150 -2.048208 2.510120 -0.0183 -0.0660 0.0381 -0.213
C -2.264565 -2.606010 2.030186 -0.0015 -0.0045 -0.0028 -0.133
C -1.233082 -1.830411 1.264775 -0.0519 0.1391 0.0669 -0.240
H 4.488597 1.124319 2.485866 0.0014 -0.0057 0.0121 0.256
H 3.826733 1.092074 4.877012 0.0116 0.0045 -0.0105 0.244
H 1.456364 0.774420 5.500487 -0.0095 0.0005 0.0009 0.242
H -0.255118 0.549773 3.745833 -0.0063 0.0021 -0.0349 0.219
H 1.043381 3.236850 1.750206 -0.0117 0.0005 -0.0095 0.227
H 0.414823 5.574488 1.327600 0.0013 0.0042 -0.0032 0.244
H -1.623958 6.100738 0.037467 0.0014 0.0002 -0.0061 0.242
H -3.055587 4.279696 -0.823051 -0.0062 -0.0033 0.0038 0.238
H -2.464287 1.938294 -0.389930 0.0419 -0.0290 -0.0465 0.215
H -2.798396 1.242399 1.881999 0.0150 0.0096 0.0019 0.240
H -4.546562 -0.224094 2.771767 -0.0057 -0.0073 -0.0025 0.239
H -4.118025 -2.660852 3.036641 0.0030 -0.0129 -0.0131 0.247
H -2.070578 -3.658767 2.188596 0.0088 0.0001 0.0041 0.231
H -0.241673 -2.084282 1.667112 -0.0014 0.0030 -0.0024 0.244
C -0.453306 -4.651404 -0.628824 -0.0246 0.0184 -0.0049 -0.220
C -1.448436 -3.766759 -0.372641 -0.0038 -0.0642 0.0490 -0.089
C -1.187798 -2.301124 -0.246774 0.0582 0.1335 -0.1289 -0.130
N 0.093893 -1.900443 -0.821626 0.0179 -0.1936 0.1278 -0.420
C 1.040741 -2.780536 -1.007895 -0.0878 0.1190 -0.0197 0.090
C 0.843979 -4.168740 -0.872834 0.0623 -0.0047 -0.0361 -0.175
H -0.655455 -5.713156 -0.668110 -0.0001 -0.0018 0.0198 0.255
H -2.461188 -4.103372 -0.197379 -0.0150 0.0210 -0.0383 0.241
H -1.978229 -1.745199 -0.765425 -0.0199 -0.0329 0.0124 0.235
H 2.007836 -2.396003 -1.312115 0.0011 0.0075 0.0062 0.240
H 1.680093 -4.831234 -1.040311 -0.0080 -0.0148 0.0087 0.247
```
Positions in Å, forces in eV/Å.

Calculated values
2S+1: 5
Lowest unoccupied orbital energy (spin up / spin down), eV: -7.2 / -9.8
Highest occupied orbital energy (spin up / spin down), eV: -12.84 / -14.43
Relative energy (zero: lowest compared OMol25 entry of this formula, charge and spin), kJ/mol: 198.5
Orbital gap (spin up / spin down), eV: 5.671 / 4.624
Charge: +2

---

- The lowest charge belongs to which entry?
  C30H18Cl64F7N4O5PS